CH6N3S2 | wB97M-V/def2-TZVPD

Results
- LUMO energy (spin up / spin down) (eV) = -5.42 / -5.86
- E (a.u.) = -1001.92236
- total charge = +1
- ΔE to the lowest compared entry with this formula, charge and spin (kcal/mol) = 100.58
- E_HOMO (spin up / spin down) (hartree) = -0.4950 / -0.4809
- orbital gap (spin up / spin down) (eV) = 8.05 / 7.23

The geometry in XYZ format:
```
12
Properties=species:S:1:pos:R:3:forces:R:3:mulliken_charge:R:1
C 0.2740 0.1188 0.0655 -2.7 -0.9 -0.3 0.50
N 0.7639 1.2359 0.5035 -2.5 1.1 -0.3 -0.35
N 0.8590 -1.0138 0.1015 3.7 -0.2 0.1 -0.31
N -1.9875 0.1756 -0.5168 1.3 1.3 2.6 -0.35
S 2.7332 -0.9051 0.2817 -1.2 -1.9 0.3 -0.11
S -2.9697 -0.9078 0.0618 -0.9 0.9 1.7 0.10
H 1.7258 1.3188 0.7596 0.5 0.4 0.5 0.16
H 0.0180 1.9506 0.7042 1.7 -0.6 -0.3 0.30
H 0.7779 -1.9395 -0.2957 -1.5 0.6 -0.5 0.35
H -1.8808 0.2573 -1.4757 0.6 -0.4 -2.4 0.28
H 2.7206 -2.2880 0.5064 0.4 1.4 0.0 0.21
H -3.3923 -0.0839 1.1914 0.5 -1.5 -1.4 0.22
```
Forces are in eV/Å.